(1)
Entry from the Open Molecules 2025 dataset: a structure of composition C64H76AgF3N10O2 (ωB97M-V with the def2-TZVPD basis set).

The total energy comes out at -98619.61578 eV. Its charge is +10. As for the largest force on an atom: 2.53 eV/Å. The gap between HOMO and LUMO is 0.233 Eh.

Cartesian coordinates (Å):
Ag  7.7948  15.8844  18.4012
C  5.2272  17.3002  15.9202
O  4.6298  16.2180  15.1196
O  6.2126  16.7729  16.7112
C  5.6638  18.5576  15.1084
F  6.2463  19.5204  15.8422
F  6.4919  18.2627  14.0759
F  4.5773  19.0438  14.5058
C  3.2264  16.2880  14.7236
C  2.9563  15.0585  13.8048
H  2.8388  14.0887  14.2913
H  2.0620  15.2194  13.1974
H  3.7922  14.9541  13.1151
H  3.0154  17.2311  14.2156
H  2.5978  16.2820  15.6206
H  4.4052  17.6389  16.5681
C  -0.0795  18.3583  22.4254
N  0.5866  17.3343  21.5650
C  1.8842  17.0372  21.8153
C  2.6186  16.1268  21.0839
C  1.9368  15.4545  20.0541
C  0.5495  15.6991  19.8599
C  -0.0890  16.6137  20.6900
C  2.6170  14.4946  19.1540
C  3.8476  14.8997  18.6064
C  4.4699  14.0733  17.6805
N  3.9486  12.8790  17.3667
C  2.7768  12.4618  17.8697
C  2.0732  13.2640  18.7495
C  4.7522  11.8171  16.6820
H  -0.6666  18.9953  21.7691
H  0.7601  18.9361  22.8048
H  -0.5817  17.8546  23.2494
H  2.3109  17.4540  22.7182
H  3.6331  15.9074  21.3827
H  0.0382  15.1575  19.0798
H  -1.1558  16.7799  20.6068
H  4.3204  15.8016  18.9650
H  5.4521  14.3864  17.3345
H  2.5635  11.4401  17.5876
H  1.1234  12.9750  19.1787
H  5.5854  12.3013  16.1715
H  4.2336  11.3294  15.8600
H  5.1567  11.1438  17.4344
C  -0.7185  13.5625  10.9763
N  0.2044  12.3687  10.8821
C  -0.3526  11.2089  10.4967
C  0.3408  10.0110  10.5238
C  1.6577  9.9810  10.9380
C  2.2149  11.2030  11.4195
C  1.5138  12.3859  11.3676
C  2.4983  8.7306  10.9446
C  1.8532  7.4926  11.0353
C  2.6575  6.3684  10.9875
N  4.0054  6.4288  11.0050
C  4.6176  7.6283  10.8052
C  3.8764  8.8100  10.7754
C  4.7903  5.1958  11.1659
H  -1.6890  13.2768  10.5806
H  -0.3054  14.3483  10.3456
H  -0.8065  13.9289  11.9963
H  -1.3842  11.1752  10.1747
H  -0.1543  9.1252  10.1501
H  3.1771  11.1918  11.9103
H  1.8597  13.3095  11.8058
H  0.7801  7.4447  11.1352
H  2.2352  5.3727  11.0459
H  5.6979  7.6536  10.7863
H  4.5200  9.6721  10.6769
H  5.7973  5.4585  11.4757
H  4.7574  4.7642  10.1631
H  4.2860  4.5512  11.8817
C  -9.0204  13.4948  8.8924
N  -7.8778  13.8705  9.7388
C  -6.6467  13.3363  9.5368
C  -5.5391  13.7869  10.1932
C  -5.6805  14.7039  11.2293
C  -6.9584  15.2268  11.4682
C  -8.0467  14.8189  10.6531
C  -4.5124  15.1473  12.0762
C  -3.8160  14.2363  12.8752
C  -2.9494  14.7220  13.8275
N  -2.6948  16.0357  13.9613
C  -3.3137  16.9356  13.1476
C  -4.1953  16.5097  12.1477
C  -1.6564  16.4805  14.9076
H  -9.9568  13.5001  9.4456
H  -8.8079  12.4569  8.6360
H  -9.0694  14.1196  8.0018
H  -6.6349  12.4743  8.8835
H  -4.5834  13.3805  9.8935
H  -7.1684  15.8485  12.3276
H  -8.9502  15.4145  10.6114
H  -3.9914  13.1756  12.7619
H  -2.4534  14.0560  14.5197
H  -3.1569  17.9990  13.2674
H  -4.6738  17.2813  11.5600
H  -1.6728  15.7596  15.7227
H  -1.9427  17.4514  15.3075
H  -0.6748  16.5342  14.4419
C  4.8025  18.6575  7.1297
N  5.5707  18.1141  8.2839
C  5.0255  18.0774  9.5107
C  5.7073  17.4782  10.5693
C  7.0270  17.0965  10.4191
C  7.5929  17.1817  9.1253
C  6.8661  17.7033  8.1037
C  7.8684  16.6506  11.5871
C  7.3782  15.6544  12.4467
C  8.1692  15.2296  13.5017
N  9.3178  15.9037  13.7467
C  9.7846  16.8797  12.9332
C  9.0968  17.2249  11.7809
C  10.0541  15.9130  15.0184
H  4.7503  19.7238  7.3435
H  3.8632  18.1176  7.0561
H  5.4027  18.4620  6.2445
H  4.0442  18.5018  9.6669
H  5.2193  17.4298  11.5324
H  8.6346  16.9286  8.9797
H  7.3147  17.8189  7.1255
H  6.3979  15.2342  12.2913
H  7.9256  14.5286  14.2849
H  10.6894  17.3907  13.2322
H  9.5096  17.9231  11.0658
H  9.7911  16.7739  15.6274
H  11.0752  15.8156  14.6535
H  9.8122  14.9943  15.5547
C  5.5715  19.0942  20.0442
N  6.7128  20.0271  20.1881
C  7.3092  20.4662  19.0547
C  8.4129  21.3261  19.1710
C  8.8724  21.7395  20.4111
C  8.2603  21.2026  21.5521
C  7.1538  20.3696  21.4141
C  9.9923  22.7280  20.5901
C  11.2510  22.4554  20.0420
C  12.2745  23.3805  20.2654
N  12.0681  24.4862  21.0003
C  10.8471  24.8260  21.4681
C  9.8021  23.9079  21.3148
C  13.2026  25.4151  21.2764
H  5.2756  18.6242  20.9784
H  5.7518  18.3842  19.2319
H  4.7433  19.7373  19.7388
H  7.0078  20.1199  18.0773
H  8.9518  21.6808  18.3021
H  8.4971  21.6428  22.5121
H  6.6437  19.9007  22.2430
H  11.3534  21.5071  19.5360
H  13.2968  23.2913  19.9229
H  10.7203  25.8238  21.8633
H  8.8129  24.1115  21.7014
H  13.8849  24.8834  21.9380
H  12.8910  26.3452  21.7444
H  13.6660  25.6450  20.3183

These are the Löwdin partial charges, in e, on atoms 1 to 5: atom 1 (Ag): 0.8727, atom 2 (C): -0.4368, atom 3 (O): -0.1349, atom 4 (O): -0.2941, atom 5 (C): -0.5480

***

(2)
Entry from the Open Molecules 2025 dataset: a cluster of 2 separate species, C11H15N in total (ωB97M-V with the def2-TZVPD basis set).

The total energy comes out at -13140.05804 eV. As for the largest force on an atom: 1.96 eV/Å. The gap between HOMO and LUMO is 0.322 Eh.

Cartesian coordinates (Å):
C  2.5692  1.5664  -0.1128
C  1.4551  0.9159  0.6077
C  1.3866  0.3249  1.8390
N  0.0702  0.0774  2.1489
C  -0.7807  0.5493  1.1614
C  -2.1567  0.4665  1.0697
C  -2.6616  1.0750  -0.0736
C  -1.8488  1.5633  -1.1304
C  -0.4716  1.4166  -1.0963
C  0.0551  1.0545  0.1562
H  3.1120  2.1936  0.5971
H  2.2057  2.2328  -0.8934
H  3.2434  0.8751  -0.6275
H  2.1884  0.0202  2.4876
H  -0.2567  -0.1012  3.0708
H  -2.8313  -0.0099  1.7646
H  -3.7271  1.0535  -0.2675
H  -2.3929  1.9980  -1.9582
H  0.1766  1.4321  -1.9568
C  0.5025  -2.1634  -0.2703
C  -0.3640  -2.5071  -1.4945
H  0.0306  -1.6652  0.5617
H  1.0009  -3.0491  0.1428
H  1.3467  -1.5280  -0.5477
H  0.0129  -3.3714  -2.0275
H  -0.5392  -1.6187  -2.0942
H  -1.3254  -2.8010  -1.0567

These are the Löwdin partial charges, in e, on atoms 1 to 5: atom 1 (C): -0.0528, atom 2 (C): -0.2389, atom 3 (C): -0.0630, atom 4 (N): 0.0526, atom 5 (C): -0.2453

***

(3)
Entry from the Open Molecules 2025 dataset: the ion C11H15N2 with charge +1 (ωB97M-V with the def2-TZVPD basis set).

The total energy comes out at -14618.86148 eV. Its charge is +1. As for the largest force on an atom: 6.04 eV/Å. The gap between HOMO and LUMO (alpha / beta) is 0.243 / 0.273 Eh.

Cartesian coordinates (Å):
C  3.7884  -0.3282  -0.2939
C  3.6199  1.0253  0.1537
C  2.7264  -1.1888  -0.3937
C  2.3458  1.4133  0.5820
C  1.3927  -0.7609  -0.1434
C  1.2425  0.6066  0.2029
C  -0.8233  -1.7270  0.6904
C  -2.1348  -1.1891  -0.0197
C  0.3899  -1.6909  -0.1811
C  -1.0446  1.0113  -0.6966
C  -3.4242  1.1422  -0.1188
N  0.1322  1.3532  -0.1471
N  -2.1427  0.3240  0.0429
H  4.8009  -0.7865  -0.5700
H  4.5592  1.5664  0.2832
H  3.0296  -2.1430  -0.6237
H  2.2607  2.3220  0.9749
H  -0.7344  -1.2203  1.5740
H  -1.1834  -2.6518  1.0162
H  -2.2981  -1.4379  -0.9901
H  -2.8783  -1.6878  0.4855
H  0.8268  -2.5098  -0.6768
H  -1.4101  1.7683  -1.2020
H  -3.2961  2.1624  -0.0698
H  -3.7530  0.9343  -1.2017
H  -4.1189  0.7430  0.5320
H  0.1950  2.3710  -0.1838
H  -2.0679  0.5786  0.9743

These are the Löwdin partial charges, in e, on atoms 1 to 5: atom 1 (C): -0.0607, atom 2 (C): -0.0209, atom 3 (C): -0.0288, atom 4 (C): 0.0001, atom 5 (C): -0.1913

***

(4)
Entry from the Open Molecules 2025 dataset: a cluster of 2 separate species, HN2O3S in total (ωB97M-V with the def2-TZVPD basis set).

The total energy comes out at -19971.24147 eV. Its charge is -1. As for the largest force on an atom: 3.77 eV/Å. The gap between HOMO and LUMO (alpha / beta) is 0.238 / 0.239 Eh.

Cartesian coordinates (Å):
N  0.1744  1.6607  0.5798
N  -0.6667  1.2529  -0.0969
O  -1.6987  1.3968  -0.7050
O  -0.5002  -2.3655  0.8275
O  1.4509  -0.6222  -0.5683
S  -0.4373  -1.3489  -0.2378
H  1.6777  0.0262  0.2007

These are the Löwdin partial charges, in e, on atoms 1 to 5: atom 1 (N): 0.1385, atom 2 (N): -0.4274, atom 3 (O): -0.0643, atom 4 (O): -0.7501, atom 5 (O): -0.5610

***

Respective energy relative to the best compared isomer or geometry (same formula, charge and spin) values: 0.0; 16.9; 112.5; 117.1 kcal/mol.